Arrangement w

{
  "formula": "C5H10O",
  "method": "ωB97M-V with the def2-TZVPD basis set",
  "homo_ev": -8.22,
  "homo_lumo_gap_ev": 9.213,
  "species": ["C", "O", "C", "C", "C", "C", "H", "H", "H", "H", "H", "H", "H", "H", "H", "H"],
  "xyz": [[2.401, 0.036, 0.114], [1.218, -0.759, 0.041], [0.463, -0.557, -1.016], [-1.054, 1.264, 0.205], [-0.869, -1.177, -0.668], [-1.441, -0.216, 0.407], [3.241, -0.619, 0.350], [2.542, 0.556, -0.836], [2.257, 0.759, 0.925], [-1.450, 1.660, -0.736], [-1.452, 1.853, 1.033], [0.026, 1.451, 0.178], [-1.516, -1.223, -1.550], [-0.755, -2.191, -0.259], [-1.078, -0.553, 1.385], [-2.534, -0.284, 0.428]]
}


Arrangement x

{
  "formula": "C5H10O",
  "method": "ωB97M-V with the def2-TZVPD basis set",
  "homo_ev": -8.42,
  "homo_lumo_gap_ev": 8.573,
  "species": ["C", "C", "C", "O", "C", "C", "H", "H", "H", "H", "H", "H", "H", "H", "H", "H"],
  "xyz": [[-0.890, -0.969, 0.543], [-1.566, 0.052, -0.108], [-0.472, 1.708, 0.011], [0.695, 1.678, -0.455], [1.900, -0.057, -0.221], [1.175, -1.214, -0.278], [-0.887, -1.984, 0.171], [-0.732, -0.872, 1.619], [-1.818, -0.115, -1.155], [-2.314, 0.598, 0.459], [-0.602, 1.802, 1.108], [-1.243, 2.229, -0.577], [2.339, 0.257, 0.722], [2.274, 0.431, -1.108], [1.259, -1.943, 0.520], [0.880, -1.599, -1.252]]
}


What should be chosen as the least stable of them? Choose arrangement x.


Arrangement w

{
  "formula": "C5H32N2O10",
  "method": "ωB97M-V with the def2-TZVPD basis set",
  "homo_ev": -8.12,
  "smiles": "N/C=C/CCCN.O.O.O.O.O.O.O.O.O.O",
  "homo_lumo_gap_ev": 8.155,
  "species": ["N", "C", "C", "C", "C", "C", "N", "H", "H", "H", "H", "H", "H", "H", "H", "H", "H", "H", "H", "O", "H", "H", "O", "H", "H", "O", "H", "H", "O", "H", "H", "O", "H", "H", "O", "H", "H", "O", "H", "H", "O", "H", "H", "O", "H", "H", "O", "H", "H"],
  "xyz": [[-0.316, -2.924, 0.784], [-1.585, -2.925, 0.144], [-1.703, -3.113, -1.098], [-2.746, -2.652, -2.035], [-2.159, -1.580, -3.013], [-1.764, -0.229, -2.575], [-0.625, -0.291, -1.648], [0.324, -2.325, 0.348], [-0.374, -2.768, 1.721], [-2.406, -2.968, 0.976], [-0.772, -3.297, -1.637], [-3.566, -2.144, -1.438], [-2.950, -3.635, -2.537], [-1.463, -2.165, -3.703], [-2.871, -1.272, -3.765], [-2.702, 0.126, -1.973], [-1.553, 0.417, -3.357], [-0.895, -0.009, -0.666], [-0.282, -1.158, -1.724], [-1.650, 1.093, 1.352], [-2.482, 1.456, 1.516], [-1.458, 0.729, 2.220], [3.812, -1.263, 0.914], [3.702, -2.097, 0.411], [2.979, -0.799, 0.636], [1.946, 1.102, 0.216], [2.604, 0.941, -0.486], [1.008, 1.041, -0.129], [-0.934, -0.115, 4.219], [-0.335, 0.101, 4.848], [-1.740, -0.578, 4.605], [2.313, -1.371, -1.283], [2.491, -1.954, -2.085], [1.555, -0.763, -1.390], [0.024, 2.886, -2.176], [0.580, 3.049, -2.880], [0.492, 2.864, -1.401], [2.315, 1.810, 3.044], [2.550, 1.351, 2.208], [1.317, 1.583, 3.214], [1.735, 3.988, 0.209], [2.002, 3.350, 0.795], [1.283, 4.651, 0.711], [1.703, -1.510, 2.284], [2.665, -1.218, 2.462], [1.719, -2.442, 2.456], [-2.531, 4.346, -1.289], [-1.839, 3.875, -1.573], [-3.128, 3.828, -0.795]]
}


Arrangement x

{
  "formula": "C5H32N2O10",
  "method": "ωB97M-V with the def2-TZVPD basis set",
  "homo_ev": -9.21,
  "smiles": "C[C@H](O)CCNCN.O.O.O.O.O.O.O.O.O",
  "homo_lumo_gap_ev": 9.246,
  "species": ["C", "C", "O", "C", "C", "N", "C", "N", "H", "H", "H", "H", "H", "H", "H", "H", "H", "H", "H", "H", "H", "H", "O", "H", "H", "O", "H", "H", "O", "H", "H", "O", "H", "H", "O", "H", "H", "O", "H", "H", "O", "H", "H", "O", "H", "H", "O", "H", "H"],
  "xyz": [[-1.137, -1.434, -3.288], [-0.167, -0.854, -2.279], [0.376, 0.420, -2.592], [0.952, -1.877, -1.966], [0.668, -2.884, -0.834], [1.253, -2.384, 0.402], [1.077, -3.299, 1.546], [1.646, -2.839, 2.782], [-1.630, -2.331, -2.925], [-2.073, -0.866, -3.388], [-0.557, -1.549, -4.202], [-0.722, -0.660, -1.324], [1.072, 0.591, -1.926], [1.058, -2.455, -2.887], [1.887, -1.326, -1.785], [1.281, -3.742, -1.096], [-0.418, -3.060, -0.819], [1.118, -1.413, 0.663], [0.031, -3.608, 1.690], [1.674, -4.134, 1.166], [1.045, -2.185, 3.265], [2.571, -2.459, 2.657], [2.282, 1.446, -0.650], [2.888, 0.850, -0.199], [1.592, 1.755, -0.039], [1.335, 0.317, 4.509], [0.690, 1.001, 4.693], [2.146, 0.737, 4.217], [-4.620, -0.229, 1.365], [-4.183, 0.445, 0.824], [-4.058, -0.180, 2.146], [0.232, 2.363, 3.234], [0.381, 1.906, 2.392], [0.391, 3.300, 3.107], [-0.056, 2.083, 0.504], [-0.961, 1.866, 0.280], [0.106, 2.974, 0.196], [-3.819, 1.002, -1.649], [-2.884, 1.248, -1.720], [-4.397, 1.093, -2.408], [-1.801, 3.994, -0.191], [-1.256, 4.046, -0.978], [-2.679, 3.945, -0.575], [-1.236, 2.428, -2.140], [-1.186, 2.812, -3.029], [-0.474, 1.775, -2.292], [3.661, -0.960, 0.380], [3.331, -1.742, -0.076], [3.251, -1.074, 1.260]]
}


What should be chosen as the least stable of them? Choose arrangement w.


Arrangement w

{
  "formula": "C4H10S",
  "method": "ωB97M-V with the def2-TZVPD basis set",
  "homo_ev": [-7.63, -7.63],
  "homo_lumo_gap_ev": [7.820, 7.819],
  "species": ["C", "C", "C", "C", "S", "H", "H", "H", "H", "H", "H", "H", "H", "H", "H"],
  "xyz": [[1.360, 0.720, 0.111], [2.066, 0.975, -2.457], [-3.443, -2.687, 1.353], [-3.207, -1.581, 2.031], [1.080, 1.603, -1.272], [0.620, 1.055, 0.948], [2.152, -0.043, 0.097], [1.989, 1.428, -3.373], [2.692, 0.180, -2.303], [-4.302, -3.306, 1.610], [-2.874, -2.998, 0.377], [4.288, 3.485, -1.246], [-3.773, -1.232, 3.006], [-2.365, -0.944, 1.760], [3.719, 3.344, -0.642]]
}


Arrangement x

{
  "formula": "C4H10S",
  "method": "ωB97M-V with the def2-TZVPD basis set",
  "homo_ev": -7.78,
  "smiles": "C=S(=C)(C)C",
  "homo_lumo_gap_ev": 8.278,
  "species": ["C", "S", "C", "C", "C", "H", "H", "H", "H", "H", "H", "H", "H", "H", "H"],
  "xyz": [[-0.378, -1.694, -0.986], [0.202, -0.391, -0.057], [1.634, -0.787, 0.785], [-1.106, -0.078, 1.217], [0.056, 1.661, -0.804], [-1.293, -1.562, -1.591], [0.350, -1.890, -1.733], [1.991, 0.142, 1.257], [2.294, -1.372, 0.176], [-1.968, 0.436, 0.691], [-1.499, -0.967, 1.564], [-0.770, 0.587, 2.049], [0.772, 1.407, -1.554], [-0.893, 2.110, -0.949], [0.609, 2.398, -0.064]]
}


What should be chosen as the least stable of them? Choose arrangement x.


Arrangement w

{
  "formula": "C4H10S",
  "method": "ωB97M-V with the def2-TZVPD basis set",
  "homo_ev": -8.62,
  "smiles": "C=C.CCS",
  "homo_lumo_gap_ev": 9.567,
  "species": ["C", "C", "H", "H", "H", "H", "C", "C", "S", "H", "H", "H", "H", "H", "H"],
  "xyz": [[0.449, -1.567, -3.098], [1.003, -0.385, -2.707], [0.956, -2.320, -3.637], [-0.589, -1.583, -3.070], [1.954, -0.472, -2.200], [0.448, 0.454, -2.612], [-1.474, 0.580, 2.070], [-0.069, 0.926, 1.451], [1.299, 0.150, 2.038], [-1.838, -0.300, 1.384], [-1.442, 0.253, 3.134], [-1.896, 1.580, 2.011], [0.219, 1.990, 1.473], [0.133, 0.718, 0.426], [0.847, -0.024, 3.340]]
}


Arrangement x

{
  "formula": "C4H10S",
  "method": "ωB97M-V with the def2-TZVPD basis set",
  "homo_ev": -8.45,
  "smiles": "C=C.CSC",
  "homo_lumo_gap_ev": 9.526,
  "species": ["C", "C", "H", "H", "H", "H", "C", "S", "C", "H", "H", "H", "H", "H", "H"],
  "xyz": [[1.746, 0.105, -1.802], [2.386, 0.226, -0.656], [1.935, 0.754, -2.647], [1.152, -0.786, -1.988], [3.180, 0.936, -0.457], [2.306, -0.578, 0.072], [-2.485, 0.177, 0.028], [-2.071, -0.925, 1.401], [-0.349, -0.387, 1.683], [-3.563, 0.253, -0.081], [-2.077, -0.220, -0.896], [-2.105, 1.169, 0.249], [-0.010, -0.389, 2.715], [0.359, -0.956, 1.096], [-0.404, 0.621, 1.285]]
}


What should be chosen as the least stable of them? Choose arrangement w.


Arrangement w

{
  "formula": "C4H2N2O",
  "method": "ωB97M-V with the def2-TZVPD basis set",
  "homo_ev": -9.42,
  "homo_lumo_gap_ev": 8.606,
  "species": ["N", "C", "O", "C", "C", "C", "N", "H", "H"],
  "xyz": [[-1.129, 0.325, 0.047], [-1.244, -0.980, 0.024], [-2.074, -1.865, -0.003], [0.288, -1.181, 0.022], [1.537, -1.007, 0.004], [1.740, 0.312, -0.024], [1.865, 1.494, -0.050], [1.055, 2.110, -0.052], [-2.037, 0.792, 0.031]]
}


Arrangement x

{
  "formula": "C4H2N2O",
  "method": "ωB97M-V with the def2-TZVPD basis set",
  "homo_ev": -10.35,
  "smiles": "N#Cc1cnco1",
  "homo_lumo_gap_ev": 10.320,
  "species": ["N", "C", "C", "C", "N", "C", "O", "H", "H"],
  "xyz": [[1.228, -0.371, -2.621], [0.613, 0.048, -1.606], [-0.077, 0.089, -0.374], [-1.234, -0.316, 0.102], [-1.172, -0.254, 1.570], [-0.013, 0.224, 1.774], [0.698, 0.480, 0.720], [-2.169, -0.387, -0.496], [0.460, 0.652, 2.722]]
}


What should be chosen as the least stable of them? Choose arrangement w.


Arrangement w

{
  "formula": "CH8N3",
  "method": "ωB97M-V with the def2-TZVPD basis set",
  "total_charge": 1,
  "homo_ev": -13.93,
  "homo_lumo_gap_ev": 8.993,
  "species": ["N", "H", "H", "H", "H", "N", "C", "N", "H", "H", "H", "H"],
  "xyz": [[-0.419, 0.449, -2.144], [0.122, 1.298, -2.038], [1.567, -0.610, -0.039], [-0.205, -0.496, -1.909], [-0.683, 0.544, -3.114], [-0.977, 0.005, 1.066], [0.290, -0.022, 1.520], [1.380, -0.495, 0.954], [-1.752, -0.338, 1.660], [-1.275, -0.007, 0.085], [-0.123, 0.571, 2.372], [2.074, -0.898, 1.587]]
}


Arrangement x

{
  "formula": "CH8N3",
  "method": "ωB97M-V with the def2-TZVPD basis set",
  "total_charge": 1,
  "homo_ev": -15.04,
  "homo_lumo_gap_ev": 10.900,
  "species": ["N", "H", "H", "H", "H", "N", "C", "N", "H", "H", "H", "H"],
  "xyz": [[-2.059, 0.747, 0.434], [-2.318, -0.244, 0.419], [0.638, -1.859, 0.516], [-2.273, 1.082, 1.338], [-2.654, 1.286, -0.180], [0.664, 0.606, -0.669], [1.468, -0.400, -0.517], [1.436, -1.333, 0.404], [-0.279, 0.665, -0.211], [0.801, 1.433, -1.439], [2.385, -0.496, -1.046], [2.193, -1.488, 0.950]]
}


What should be chosen as the least stable of them? Choose arrangement w.